{
  "formula": "C38H69N6O8",
  "method": "ωB97M-V/def2-TZVPD",
  "e_lumo_ha": -0.14007,
  "e_tot_ha": -2419.217317,
  "homo_lumo_gap_ev": 6.080,
  "e_homo_ha": -0.3635,
  "total_charge": 1,
  "elements": ["C", "C", "C", "C", "C", "N", "C", "C", "C", "C", "N", "O", "C", "C", "C", "C", "C", "O", "N", "C", "C", "C", "C", "C", "C", "H", "H", "H", "H", "H", "H", "H", "H", "H", "H", "H", "H", "H", "H", "H", "H", "H", "H", "H", "H", "H", "H", "H", "H", "C", "O", "C", "C", "N", "C", "C", "O", "C", "H", "H", "H", "H", "H", "H", "H", "H", "H", "H", "H", "H", "H", "H", "H", "C", "O", "C", "C", "N", "C", "C", "O", "C", "H", "H", "H", "H", "H", "H", "H", "H", "H", "H", "H", "H", "H", "H", "H", "C", "O", "C", "C", "N", "C", "C", "O", "C", "H", "H", "H", "H", "H", "H", "H", "H", "H", "H", "H", "H", "H", "H", "H"],
  "coordinates": [[-5.57649, -1.63060, -3.21637], [-6.00559, -0.37602, -2.72629], [-5.07249, 0.82786, -2.49941], [-3.60137, 0.43289, -2.44593], [-2.93403, 0.34680, -3.65242], [-1.65176, -0.03516, -3.72202], [-0.93417, -0.34347, -2.62724], [0.50406, -0.78644, -2.85894], [1.55620, 0.33141, -2.62156], [2.92705, -0.27231, -2.20033], [4.18023, 0.33031, -2.57907], [2.95696, -1.25555, -1.50468], [-1.54603, -0.26849, -1.39546], [-2.89286, 0.11752, -1.25512], [-3.52109, 0.14084, 0.12804], [-4.18787, 1.49711, 0.52772], [-3.62576, 2.13017, 1.81350], [-3.94503, 3.26433, 2.05854], [-2.78098, 1.42862, 2.74022], [-1.40160, 1.45945, 2.38274], [-0.52103, 0.64642, 3.13094], [0.82529, 0.63410, 2.78715], [1.30753, 1.41283, 1.73210], [0.46661, 2.23767, 1.00565], [-0.89833, 2.24667, 1.35781], [-5.62498, -1.87186, -4.29201], [-5.22688, -2.42528, -2.53276], [-7.08717, -0.25506, -2.53716], [-5.20853, 1.44118, -3.41200], [-5.41127, 1.45358, -1.66407], [-3.48826, 0.57087, -4.56872], [-1.24106, -0.08656, -4.64915], [0.69583, -1.68053, -2.24034], [0.63553, -1.13469, -3.89957], [1.74242, 0.83038, -3.59212], [1.21699, 1.10990, -1.91624], [4.26882, 1.25889, -2.17482], [4.32174, 0.34401, -3.58431], [-0.93265, -0.52993, -0.52921], [-4.24033, -0.69224, 0.20149], [-2.71101, -0.05985, 0.85158], [-5.25578, 1.28560, 0.73139], [-4.18550, 2.25268, -0.26773], [-3.10741, 0.48774, 2.94122], [-0.86135, 0.03055, 3.96666], [1.48161, -0.02034, 3.35608], [2.37011, 1.39610, 1.46495], [0.78985, 2.86823, 0.17507], [-1.53361, 2.91685, 0.76501], [6.67985, -3.69023, 3.56684], [6.87835, -2.68815, 2.58611], [7.04197, -3.18797, 1.26295], [5.81318, -2.91971, 0.40966], [4.67796, -3.73871, 0.82393], [3.38785, -3.31186, 0.28387], [2.90330, -1.88985, 0.57105], [2.54035, -1.64099, 1.92136], [3.63493, -1.40591, 2.79442], [6.81606, -3.23062, 4.54525], [5.66722, -4.10298, 3.52430], [7.40558, -4.50099, 3.46084], [7.31120, -4.24850, 1.25875], [7.87964, -2.63600, 0.82845], [6.04749, -3.13612, -0.63685], [5.59036, -1.84931, 0.49361], [4.61684, -3.73845, 1.83229], [2.64206, -4.00304, 0.68734], [3.40165, -3.46556, -0.80020], [1.98360, -1.74628, -0.00399], [3.59995, -1.12366, 0.21208], [4.44647, -0.86321, 2.30428], [4.00076, -2.34671, 3.20845], [3.28022, -0.80663, 3.63424], [-1.92706, 5.34514, 2.23772], [-0.75258, 5.66087, 1.50360], [-0.90623, 6.74349, 0.59259], [-0.19892, 7.99445, 1.08725], [-0.87310, 8.57208, 2.24350], [-0.08898, 9.56825, 2.97601], [1.27063, 9.16069, 3.54608], [1.21360, 8.24929, 4.62993], [1.00959, 6.89623, 4.26849], [-1.77847, 4.37537, 2.70519], [-2.11549, 6.07625, 3.02899], [-2.79894, 5.28545, 1.58428], [-1.95953, 6.93969, 0.36738], [-0.42405, 6.43123, -0.33945], [-0.17144, 8.73493, 0.28163], [0.83374, 7.70939, 1.32220], [-1.12687, 7.83374, 2.88473], [-0.71306, 9.89577, 3.81146], [0.04791, 10.44088, 2.32866], [1.72640, 10.06582, 3.95565], [1.96396, 8.80135, 2.77642], [1.51017, 6.63753, 3.33188], [-0.05833, 6.67462, 4.20445], [1.41978, 6.27051, 5.06190], [-0.16770, -8.05357, -1.71495], [-1.38573, -7.92119, -2.42741], [-2.50954, -7.60896, -1.61308], [-2.94925, -6.16649, -1.80350], [-1.98477, -5.22858, -1.23452], [-2.15855, -3.84326, -1.65730], [-2.10803, -3.51534, -3.15169], [-0.83113, -3.64390, -3.74351], [-0.44345, -4.97410, -4.06592], [0.55563, -8.52771, -2.37709], [0.23398, -7.08031, -1.41556], [-0.29045, -8.68202, -0.82919], [-2.32595, -7.83839, -0.55924], [-3.32328, -8.25539, -1.95158], [-3.92016, -6.01907, -1.32058], [-3.07794, -6.00884, -2.88098], [-1.04948, -5.52171, -1.48087], [-1.36432, -3.27123, -1.16517], [-3.10781, -3.47533, -1.24878], [-2.36316, -2.45673, -3.25447], [-2.86432, -4.05810, -3.72973], [-1.28742, -5.58146, -4.39797], [0.05312, -5.44183, -3.21466], [0.28557, -4.92521, -4.87464]],
  "forces_ev_per_angstrom": [[0.190, 0.366, 0.272], [0.292, -0.554, -0.192], [-0.188, -0.998, 1.313], [-0.040, 0.216, 0.584], [-0.990, 0.102, 0.275], [-0.401, 0.320, -0.171], [1.061, -0.385, -0.580], [-0.080, -0.083, 0.088], [0.558, -0.071, -0.842], [0.072, -0.315, 0.479], [-0.654, 0.041, 0.226], [-0.137, 0.964, -3.901], [-0.168, 0.108, 0.344], [0.177, -0.106, -0.365], [0.410, 0.270, -0.147], [-0.183, -1.082, 0.319], [-0.719, 0.895, 0.364], [0.073, -0.490, -0.251], [-0.210, 0.063, -0.940], [0.402, -0.631, 0.743], [0.337, 0.331, -0.553], [-0.415, -0.124, 0.218], [0.862, 0.189, -0.427], [-0.934, -0.476, 0.695], [0.076, 0.513, -0.944], [-2.169, -0.833, 0.781], [1.990, 1.005, -0.605], [0.213, 1.087, -1.918], [-0.171, -0.324, 0.301], [0.310, -0.098, -0.222], [0.572, -0.120, 0.150], [0.208, -0.154, 0.256], [-0.002, 0.527, -0.046], [-0.327, 0.037, 0.426], [-0.229, 0.058, 0.502], [0.278, -0.406, -0.020], [0.067, 0.019, -0.333], [-0.077, 0.258, 0.122], [-0.298, 0.148, -0.133], [0.188, 0.301, -0.091], [-0.387, -0.096, -0.402], [0.419, 0.307, 0.028], [0.282, -0.135, 0.385], [0.139, 0.102, -0.002], [-0.092, 0.269, -0.301], [-0.111, 0.321, -0.284], [-0.350, -0.159, 0.265], [0.088, -0.176, 0.383], [0.027, -0.292, 0.414], [0.038, 0.191, 0.024], [-0.026, -0.331, 0.052], [0.062, 0.360, -0.262], [-0.102, -0.151, 0.272], [-0.022, 0.190, -0.032], [0.075, -0.282, 0.087], [-0.527, -0.185, 1.338], [0.375, -0.101, 0.341], [-0.342, -0.191, 0.031], [0.007, 0.050, -0.054], [0.014, -0.152, 0.024], [-0.038, -0.031, -0.010], [-0.132, -0.024, 0.104], [0.014, -0.034, -0.015], [-0.015, 0.019, -0.007], [0.135, 0.071, -0.122], [0.055, -0.011, 0.000], [-0.061, 0.060, -0.011], [0.038, 0.072, 0.094], [0.005, -0.226, 0.916], [0.108, -0.285, 0.952], [0.053, -0.088, -0.044], [0.241, 0.071, 0.023], [-0.008, 0.025, -0.013], [0.278, 0.123, 0.025], [-0.318, -0.019, -0.047], [0.406, 0.070, -0.174], [-0.189, -0.084, 0.263], [0.169, -0.051, -0.038], [-0.231, -0.081, 0.035], [0.048, 0.275, 0.126], [0.062, -0.047, -0.191], [-0.049, 0.079, 0.300], [0.072, 0.056, 0.008], [-0.142, 0.025, -0.007], [-0.006, 0.064, 0.026], [-0.025, 0.005, 0.178], [-0.019, 0.031, -0.026], [0.013, 0.004, 0.005], [0.068, -0.032, -0.186], [-0.003, -0.011, -0.027], [0.076, 0.061, 0.001], [0.090, -0.037, -0.016], [-0.030, -0.017, 0.023], [-0.088, -0.145, -0.043], [-0.083, 0.029, -0.059], [0.017, -0.154, -0.180], [0.054, 0.085, 0.019], [-0.029, -0.065, -0.175], [0.133, 0.063, 0.298], [-0.327, -0.030, -0.280], [0.271, -0.002, 0.064], [-0.074, 0.091, -0.223], [0.176, -0.170, 0.173], [-0.149, 0.220, 0.109], [-0.022, 0.058, -0.085], [0.292, 0.080, -0.033], [-0.066, 0.013, -0.034], [0.063, -0.017, 0.144], [0.011, 0.043, 0.025], [0.132, 0.097, -0.017], [-0.013, 0.004, 0.042], [0.004, 0.011, 0.000], [-0.151, -0.107, -0.026], [-0.010, -0.058, 0.055], [-0.040, 0.081, -0.027], [-0.052, 0.003, -0.094], [-0.109, -0.037, 0.030], [0.072, -0.152, 0.027], [-0.030, 0.001, 0.108], [-0.100, -0.183, -0.030], [-0.058, 0.104, -0.019]]
}